[1]
Here is a cluster of 2 separate species, C9H9NS in total in a non-equilibrium geometry from the OMol25 dataset. Energies are from ωB97M-V/def2-TZVPD.

Geometry as ORCA input:
```
! wB97M-V def2-TZVPD RIJCOSX def2/J DEFGRID3
* xyz 0 1
C -1.50854 1.61290 -0.14624
C 1.39068 -0.38947 -1.25635
C 0.10652 0.26961 -1.37022
C -1.45736 -1.65907 0.11700
C -2.72528 -1.39467 -0.03191
C 1.85830 0.84901 0.83638
C 0.33997 0.56989 1.07829
C 2.24472 -0.02371 -0.33587
C -0.46932 0.72694 -0.20130
N -2.40840 2.27562 0.08407
S -0.14927 -2.49854 0.13138
H 1.56113 -0.96414 -2.19249
H -0.28143 0.35999 -2.30997
H -3.43587 -2.18497 0.43752
H -3.17365 -0.42070 -0.02000
H 2.14531 1.78639 0.48344
H 2.40280 0.50745 1.77561
H 0.36072 -0.46763 1.54136
H -0.12856 1.23883 1.66438
H 3.32751 -0.19370 -0.28510
*
```

Computed properties:
**ΔE to the lowest compared entry with this formula, charge and spin**: 4.116 eV
**SMILES**: N#CC1=CC=CCC1.C=C=S
**E_HOMO (alpha / beta)**: -8.500 / -8.500 eV
**HOMO-LUMO gap (alpha / beta)**: 7.9264 / 7.9269 eV



[2]
Here is a structure of composition CAgB2F8O3 in a non-equilibrium geometry from the OMol25 dataset. Energies are from ωB97M-V/def2-TZVPD.

Geometry as ORCA input:
```
! wB97M-V def2-TZVPD RIJCOSX def2/J DEFGRID3
* xyz -3 1
Ag -1.06146 -2.16772 -0.43060
C 0.52772 -1.31959 3.98174
O 1.70125 -1.69417 3.96514
O -0.45078 -1.97965 3.64391
O 0.38805 -0.09758 4.12977
B -3.80258 1.80306 -0.46480
F -4.30381 0.53554 -0.35443
F -4.52687 2.62754 -1.30173
F -3.68146 2.52642 0.70179
F -2.52115 1.71889 -0.92371
B 3.56532 -0.38829 -2.60573
F 3.09441 0.43523 -1.60753
F 2.66481 -1.38723 -2.72512
F 3.66158 0.32515 -3.76162
F 4.74504 -0.93763 -2.24709
*
```

Computed properties:
**ΔE to the lowest compared entry with this formula, charge and spin**: 0.000 eV
**E_HOMO**: 2.458 eV
**HOMO-LUMO gap**: 2.8341 eV



[3]
Here is a structure of composition CAlBCl2NO in a non-equilibrium geometry from the OMol25 dataset. Energies are from ωB97M-V/def2-TZVPD.

Geometry as ORCA input:
```
! wB97M-V def2-TZVPD RIJCOSX def2/J DEFGRID3
* xyz 3 1
N -1.17585 -0.52474 -2.31490
C -0.50411 -0.41512 -1.18683
O 0.70652 -0.24823 -0.31555
B 0.30514 0.71785 0.75632
Cl 0.92705 2.50214 0.67277
Cl -0.80126 0.24370 2.21052
Al 0.54252 -2.27560 0.17768
*
```

Computed properties:
**E_HOMO**: -25.255 eV
**HOMO-LUMO gap**: 3.6042 eV



[4]
Here is a structure of composition CBr2ClNP in a non-equilibrium geometry from the OMol25 dataset. Energies are from ωB97M-V/def2-TZVPD.

Geometry as ORCA input:
```
! wB97M-V def2-TZVPD RIJCOSX def2/J DEFGRID3
* xyz 1 1
C -1.20893 -0.42061 -0.45197
N -1.88663 -1.12754 0.13670
P -0.19769 0.60102 -1.49182
Cl 2.54746 -1.56527 1.68705
Br 1.42814 -0.10052 0.86320
Br -0.68234 2.61292 -0.74316
*
```

Computed properties:
**ΔE to the lowest compared entry with this formula, charge and spin**: 1.789 eV
**E_HOMO**: -15.043 eV
**HOMO-LUMO gap**: 6.2903 eV



[5]
Here is a cluster of 2 separate species, CBr2F2 in total in a non-equilibrium geometry from the OMol25 dataset. Energies are from ωB97M-V/def2-TZVPD.

Geometry as ORCA input:
```
! wB97M-V def2-TZVPD RIJCOSX def2/J DEFGRID3
* xyz 0 1
C -0.37796 0.00028 -0.01403
F -0.62466 -0.76274 1.08216
F -0.81228 -0.68554 -1.03804
Br -0.59955 1.86660 -0.00048
Br 2.41445 -0.41860 -0.02961
*
```

Computed properties:
**ΔE to the lowest compared entry with this formula, charge and spin**: 1.805 eV
**E_HOMO (alpha / beta)**: -9.774 / -9.886 eV
**HOMO-LUMO gap (alpha / beta)**: 7.0814 / 7.5647 eV



[6]
Here is a structure of composition CBr2F2N2O2 in a non-equilibrium geometry from the OMol25 dataset. Energies are from ωB97M-V/def2-TZVPD.

Geometry as ORCA input:
```
! wB97M-V def2-TZVPD RIJCOSX def2/J DEFGRID3
* xyz 0 1
C -0.64281 0.12256 0.08221
N 0.01198 -0.25188 1.29998
N 0.21045 -0.15952 -1.13344
O 1.13699 -0.82606 -0.79180
O -0.19655 0.26696 -2.17396
F 1.23793 0.46108 1.51702
F -0.78750 0.00543 2.35469
Br -1.98985 -1.24489 -0.12032
Br -1.57656 1.82472 -0.28687
*
```

Computed properties:
**ΔE to the lowest compared entry with this formula, charge and spin**: 1.056 eV
**E_HOMO**: -10.972 eV
**HOMO-LUMO gap**: 9.9999 eV



[7]
Here is a structure of composition CBr2FNO2 in a non-equilibrium geometry from the OMol25 dataset. Energies are from ωB97M-V/def2-TZVPD.

Geometry as ORCA input:
```
! wB97M-V def2-TZVPD RIJCOSX def2/J DEFGRID3
* xyz 0 1
C 0.57958 0.57850 -0.37924
N -0.29570 -0.29006 0.45674
O -0.69397 -1.28491 -0.07414
O -0.50000 0.10642 1.56657
F 0.43525 0.39984 -1.66048
Br 2.71159 -0.67028 0.09923
Br 0.72369 2.32373 0.20116
*
```

Computed properties:
**ΔE to the lowest compared entry with this formula, charge and spin**: 1.022 eV
**E_HOMO (alpha / beta)**: -10.669 / -10.670 eV
**HOMO-LUMO gap (alpha / beta)**: 7.9364 / 7.9387 eV



[8]
Here is a cluster of 2 separate species, CBr2NP in total in a non-equilibrium geometry from the OMol25 dataset. Energies are from ωB97M-V/def2-TZVPD.

Geometry as ORCA input:
```
! wB97M-V def2-TZVPD RIJCOSX def2/J DEFGRID3
* xyz 0 1
C 2.49680 -0.50613 -0.46334
N 1.53134 -0.01983 -0.00069
P -0.92402 0.26027 0.90692
Br -1.21166 -1.54449 -0.21630
Br -1.89245 1.81018 -0.22659
*
```

Computed properties:
**ΔE to the lowest compared entry with this formula, charge and spin**: 2.899 eV
**E_HOMO (alpha / beta)**: -9.436 / -9.436 eV
**HOMO-LUMO gap (alpha / beta)**: 6.4022 / 6.4016 eV



[9]
Here is a structure of composition CBr3IO2S in a non-equilibrium geometry from the OMol25 dataset. Energies are from ωB97M-V/def2-TZVPD.

Geometry as ORCA input:
```
! wB97M-V def2-TZVPD RIJCOSX def2/J DEFGRID3
* xyz 0 3
C 0.37300 1.30524 -0.21271
O -1.17118 -0.97823 1.41451
O -1.15674 -1.32328 -1.03844
S -0.51322 -0.94402 0.15811
Br 1.12002 1.32579 1.50525
Br 1.41997 0.70672 -1.55736
Br 1.30909 -2.41130 0.40215
I -1.38094 2.31907 -0.67151
*
```

Computed properties:
**⟨S²⟩**: 2.018
**E_HOMO (alpha / beta)**: -8.109 / -10.419 eV
**HOMO-LUMO gap (alpha / beta)**: 7.2204 / 6.6151 eV



[10]
Here is a structure of composition CBr3NO2 in a non-equilibrium geometry from the OMol25 dataset. Energies are from ωB97M-V/def2-TZVPD.

Geometry as ORCA input:
```
! wB97M-V def2-TZVPD RIJCOSX def2/J DEFGRID3
* xyz 0 1
C 0.81978 -0.11020 -0.22172
N -1.28615 0.13181 0.20368
O -1.81167 -0.86082 0.32512
O -1.45822 1.25377 0.38815
Br 1.27029 1.67618 -0.57259
Br 1.16002 -0.76092 1.51002
Br 1.30594 -1.32982 -1.63266
*
```

Computed properties:
**ΔE to the lowest compared entry with this formula, charge and spin**: 1.372 eV
**E_HOMO (alpha / beta)**: -9.171 / -9.167 eV
**HOMO-LUMO gap (alpha / beta)**: 8.2881 / 8.2865 eV



[11]
Here is a structure of composition CBr4N2O in a non-equilibrium geometry from the OMol25 dataset. Energies are from ωB97M-V/def2-TZVPD.

Geometry as ORCA input:
```
! wB97M-V def2-TZVPD RIJCOSX def2/J DEFGRID3
* xyz 0 1
C -0.13314 0.61399 -1.25099
N 0.26624 1.73921 -1.02677
N -0.31149 -0.84773 0.66208
O -0.66767 -0.27758 -1.68567
Br 1.52296 2.47995 -0.03709
Br 1.58094 -0.88794 1.09970
Br -1.41809 -0.21375 2.13106
Br -0.83974 -2.60616 0.10769
*
```

Computed properties:
**ΔE to the lowest compared entry with this formula, charge and spin**: 0.493 eV
**E_HOMO**: -9.827 eV
**HOMO-LUMO gap**: 7.8860 eV



[12]
Here is a cluster of 2 separate species, CBrClOS in total from the OMol25 dataset. Energies are from ωB97M-V/def2-TZVPD.

Geometry as ORCA input:
```
! wB97M-V def2-TZVPD RIJCOSX def2/J DEFGRID3
* xyz 0 1
C 2.79025 0.77059 0.24690
O 3.27750 1.58522 -0.36770
S -1.72846 -1.01703 0.73346
Cl -2.49986 -2.34575 -0.57057
Br -1.83943 1.00697 -0.04209
*
```

Computed properties:
**ΔE to the lowest compared entry with this formula, charge and spin**: 0.428 eV
**E_HOMO**: -9.268 eV
**HOMO-LUMO gap**: 8.3591 eV